(1)
# C11H31F4KN2O24P3S5

A structure of composition C11H31F4KN2O24P3S5 in a non-equilibrium geometry (ωB97M-V/def2-TZVPD, the OMol25 dataset).

```
81
Properties=species:S:1:pos:R:3:forces:R:3:mulliken_charge:R:1
K 2.5775 0.7846 3.5718 0.165 -0.104 0.048 0.91
N 3.4061 6.1062 1.1596 -4.858 1.075 0.117 -0.36
S 4.1346 5.7794 -0.1103 6.406 -2.972 -4.653 1.08
O 3.9828 6.6268 -1.2865 -1.044 -1.037 1.081 -0.61
O 4.3552 4.3243 -0.2970 -0.868 2.337 -0.079 -0.61
F 5.6361 6.2291 0.2770 -0.237 -0.009 0.805 -0.33
S 1.8170 6.1849 0.4221 -2.211 0.443 2.817 1.04
O 1.4006 5.2221 -0.5752 1.210 0.829 0.713 -0.29
O 1.2962 7.5315 0.3302 1.043 -1.447 0.031 -0.61
F 1.0940 5.5697 1.7511 0.477 0.885 -0.801 -0.28
N 0.6852 0.6788 1.7815 3.595 6.674 2.014 0.01
S -0.4958 0.0129 1.2737 -8.309 -9.909 -3.188 0.70
O -0.7778 -0.0474 -0.1438 0.735 0.402 1.137 -0.51
O -1.6518 -0.0811 2.1566 1.177 1.113 -0.965 -0.60
F 0.1453 -1.4114 1.5548 0.441 -1.707 -0.234 -0.41
S -0.0943 2.1494 1.7856 0.559 6.475 1.573 1.03
O -0.8643 2.5525 2.9370 1.174 -1.508 -0.568 -0.62
O -0.6092 2.5483 0.5168 0.383 -0.652 0.122 -0.30
F 1.2148 3.0850 1.9712 0.046 -1.407 -0.016 -0.35
C -1.6751 -2.6270 -2.5892 -0.542 1.132 -0.869 -0.72
O -2.5881 -2.6591 -1.4889 -0.632 -2.756 1.489 0.23
P -3.0007 -4.1752 -0.9896 0.334 0.244 -0.817 0.55
O -3.6665 -5.0452 -2.0215 1.197 1.409 1.994 -0.75
O -1.4982 -4.7234 -0.4849 -1.751 -0.025 0.278 -0.15
C -1.4024 -6.1248 -0.1733 0.859 -0.686 -0.791 -0.83
O -3.8867 -3.9491 0.3442 1.012 -0.103 -0.017 -0.39
C -3.2028 -3.4856 1.5673 0.731 0.797 -0.730 -0.41
H -2.1516 -1.9301 -3.2787 0.244 0.063 -0.206 0.24
H -1.6014 -3.5698 -3.1311 0.278 -0.130 0.375 0.48
H -0.7360 -2.1663 -2.2826 0.061 -0.436 0.104 0.19
H -1.9081 -6.6906 -0.9557 -0.233 -0.115 0.275 0.35
H -1.6194 -6.5078 0.8239 -1.162 0.883 0.257 0.30
H -0.3616 -6.4481 -0.1894 0.387 0.596 -0.651 0.23
H -2.9699 -4.2716 2.2856 -0.240 -0.388 -0.462 0.28
H -3.7322 -2.6946 2.0986 -0.636 -0.219 -0.492 0.30
H -2.2801 -3.0053 1.2417 0.147 -0.113 0.263 0.07
C 6.3609 -4.0802 4.4212 -0.052 0.780 -1.164 -0.64
O 5.7881 -3.6119 3.1527 -1.810 0.291 -0.926 -0.34
P 4.1768 -3.3458 2.9013 0.968 -0.689 0.079 1.08
O 3.6624 -2.4268 3.9736 -0.056 -1.153 -2.013 -0.66
O 4.0862 -2.9447 1.2978 2.444 0.554 2.441 -0.32
C 2.9462 -2.5463 0.5958 -3.655 -1.434 0.160 -0.53
O 3.5513 -4.8672 2.8730 0.786 2.244 -0.448 -0.32
C 3.9652 -5.7899 1.8129 -0.275 -0.679 1.066 -0.69
H 5.6209 -4.5295 5.0835 0.130 -0.121 -0.183 0.31
H 6.8440 -3.2230 4.8903 -0.272 0.010 0.151 0.26
H 7.1614 -4.7353 4.0777 -0.277 -0.355 0.423 0.25
H 2.7504 -1.6869 -0.0453 1.984 0.727 0.185 0.41
H 2.0885 -2.4538 1.2621 0.059 -0.069 0.374 0.12
H 2.6407 -3.3810 -0.0351 0.222 -0.197 -0.172 0.29
H 4.6458 -6.4773 2.3154 -0.267 -0.350 -0.093 0.28
H 4.5125 -5.4718 0.9256 -0.341 1.025 0.236 0.34
H 3.0177 -6.2546 1.5401 0.362 -0.266 -0.200 0.25
C -2.7844 1.2402 -2.4325 1.015 -1.081 1.002 0.26
O -3.9901 1.4938 -1.6988 -0.958 1.941 0.332 -0.43
P -4.2537 2.7397 -0.7219 0.459 1.463 -0.845 1.10
O -4.1037 2.4609 0.7190 -0.677 0.110 -0.997 -0.64
O -3.2328 3.9211 -1.2844 -1.133 -0.795 1.327 -0.29
C -3.1461 5.0778 -0.4034 -0.198 1.202 -0.331 -0.74
O -5.7447 3.4141 -1.1617 2.073 -1.867 -0.814 -0.35
C -6.8963 2.8124 -0.5468 0.667 1.013 2.014 -0.74
H -1.9493 1.8922 -2.1761 -0.448 0.552 -0.146 -0.10
H -2.9148 1.1527 -3.5111 -0.394 0.247 0.246 0.39
H -2.4638 0.2981 -1.9878 0.118 -0.275 -0.583 -0.17
H -3.0676 5.9904 -0.9942 -0.222 -0.270 -0.717 0.33
H -2.2681 5.2053 0.2298 0.153 -1.278 0.071 0.22
H -4.0403 5.2385 0.1989 -0.022 -0.496 0.065 0.34
H -6.6819 3.1565 0.4650 -1.079 -0.437 0.608 0.32
H -6.9714 1.7266 -0.4869 0.326 -0.039 -0.697 0.28
H -7.8298 3.2697 -0.8749 0.348 -0.015 -0.465 0.25
C 1.1472 1.9183 -1.9876 -1.174 0.723 -2.257 0.46
C 0.7834 3.1997 -2.8077 -1.646 0.452 1.899 -0.20
O 0.4561 2.8148 -4.1534 0.913 -1.526 -0.481 -0.39
S 0.7997 1.2139 -4.3749 -0.684 2.681 0.847 1.03
O 1.4346 1.1515 -5.6945 -0.986 -0.878 3.075 -0.61
O -0.4037 0.4704 -3.9891 2.200 0.491 -1.312 -0.40
O 1.7940 1.2256 -3.0642 1.307 -2.175 -2.447 -0.46
H 0.2824 1.2757 -1.8226 -0.004 0.532 1.188 -0.29
H 1.8633 2.0977 -1.1856 -0.253 -0.153 -0.140 0.37
H 1.5531 3.9571 -2.6593 0.227 -0.171 -0.909 0.51
H -0.1616 3.6395 -2.4887 0.184 0.095 0.597 0.03
```
Forces are in eV/Å.

- spin multiplicity = 1
- energy (eV) = -173270.14334
- F_max (eV/Å) = 13.319
- charge = -1
- E_HOMO (eV) = -6.91
- molar mass (g mol⁻¹) = 943.7

---

(2)
# C11H32AsCl2N2Si2Tm

A structure of composition C11H32AsCl2N2Si2Tm in a non-equilibrium geometry (ωB97M-V/def2-TZVPD, the OMol25 dataset).

```
51
Properties=species:S:1:pos:R:3:forces:R:3:lowdin_spin:R:1
Tm -0.5555 -0.7947 -1.4313 -1.657 -0.823 3.561 2.02
N 0.6571 -0.2035 -3.1846 0.162 -0.325 -1.138 0.00
C 1.6191 0.8648 -2.8961 -0.113 2.601 -0.431 0.00
C 1.0133 1.8340 -1.7955 -0.821 -1.612 -1.597 0.00
C -0.0939 2.8007 -2.3342 0.404 -1.125 0.140 0.00
C -1.3656 2.1507 -2.9525 -1.172 0.781 -0.784 0.00
N -1.9615 0.9719 -2.1511 -0.420 0.980 0.175 0.00
H 1.0304 -0.9724 -3.7487 0.179 0.396 -0.079 0.00
H -0.1425 0.1854 -3.7065 0.666 -0.103 -0.269 0.00
H 1.8447 1.4579 -3.8229 -0.152 -0.516 0.753 0.00
H 2.5632 0.4992 -2.5403 0.278 -0.676 0.148 0.00
H 1.8511 2.4161 -1.3887 -0.548 -0.376 0.435 0.00
H 0.5093 1.1144 -1.0290 1.193 1.723 -0.050 0.00
H 0.3363 3.4245 -3.1484 -0.264 -0.078 0.796 0.00
H -0.3640 3.3851 -1.4468 -0.133 0.302 -0.490 0.00
H -1.1950 1.8392 -4.0625 -0.479 0.540 1.940 0.00
H -2.1838 2.9641 -2.8801 1.356 -1.240 -0.822 0.00
H -2.7963 0.5738 -2.6394 0.729 0.720 0.260 0.00
H -2.3775 1.4789 -1.3276 0.425 -1.043 -0.554 0.00
Cl -3.4293 -2.0361 -0.7737 0.098 -0.270 -0.573 0.00
C -3.2377 -3.1996 -2.1021 0.283 -0.449 0.984 0.00
Cl -1.4004 -3.0798 -2.6098 -1.373 -0.717 -0.119 0.00
H -3.8574 -2.9599 -2.9488 0.227 0.369 -0.424 0.00
H -3.4977 -4.2263 -1.7472 0.877 0.779 -0.244 0.00
C 1.4419 2.2957 1.6929 -1.051 -0.452 -1.663 0.00
Si -0.0778 1.3065 2.3367 0.351 0.961 1.296 0.00
C -1.4499 2.5880 2.2312 -0.699 1.785 -0.414 0.00
C 0.1789 0.8361 4.1610 0.634 0.856 0.056 0.00
As -0.9568 -0.6422 1.4493 0.899 -0.527 -1.542 -0.01
Si 0.9058 -2.2139 1.6785 -1.197 -0.309 0.538 0.00
C 0.0714 -3.9182 1.9401 -1.344 2.216 0.341 0.00
C 2.0908 -1.9115 3.0887 -0.244 0.006 0.316 0.00
C 1.8021 -2.2537 0.0051 -0.482 -1.328 0.165 0.00
H 2.1038 2.4592 2.5118 0.440 0.513 0.644 0.00
H 1.0881 3.2527 1.1975 0.581 -0.974 0.771 0.00
H 2.0235 1.7265 0.9459 -0.138 0.205 0.226 0.00
H -1.4345 3.3914 3.0299 0.364 -0.999 -0.603 0.00
H -2.5230 2.3382 2.1620 0.509 -0.476 0.126 0.00
H -1.2489 3.1850 1.2980 -0.146 -0.438 0.560 0.00
H 0.0306 1.7543 4.7746 0.053 -0.553 -0.344 0.00
H 1.1573 0.4087 4.4724 -0.644 0.275 -0.434 0.00
H -0.6088 0.1391 4.4007 -0.251 -0.288 0.342 0.00
H 0.5797 -4.7098 1.4782 0.653 -1.240 -0.695 0.00
H -0.9691 -3.8047 1.5613 0.585 -0.432 0.014 0.00
H -0.0468 -4.1235 3.0086 0.190 0.055 -0.099 0.00
H 1.5097 -1.6372 3.9820 0.012 -0.020 -0.339 0.00
H 2.7118 -1.0474 2.8420 0.378 -0.239 0.259 0.00
H 2.6515 -2.8165 3.4149 -0.061 0.646 -0.655 0.00
H 2.3427 -3.2145 0.0641 -0.003 0.256 -0.453 0.00
H 2.5228 -1.4924 -0.1731 0.555 0.833 -0.175 0.00
H 1.1369 -2.3843 -0.8868 0.310 -0.170 0.144 0.00
```
Forces are in eV/Å.

- spin multiplicity = 3
- energy (eV) = -146061.48150
- F_max (eV/Å) = 4.013
- charge = +2
- E_HOMO (alpha / beta) (eV) = -13.24 / -13.24
- molar mass (g mol⁻¹) = 563.3

---

(3)
# C11H32BInN3P2

A structure of composition C11H32BInN3P2 in a non-equilibrium geometry (ωB97M-V/def2-TZVPD, the OMol25 dataset).

```
50
Properties=species:S:1:pos:R:3:forces:R:3:lowdin_spin:R:1
In -0.3063 0.3250 -0.4727 0.658 1.369 0.726 0.22
H -1.2635 -2.9102 -2.0095 -2.170 4.295 -2.906 0.01
H -0.1174 -1.9322 -0.3141 0.185 -0.647 0.215 0.00
P 1.5092 0.3284 -2.0029 4.502 -0.563 -3.778 0.11
P -2.4154 0.2767 0.5895 -5.578 -0.811 2.495 0.12
C -3.7572 1.3118 -0.2294 1.164 -0.122 -0.337 0.01
H -4.6943 1.2361 0.3223 0.226 -0.271 0.236 0.00
H -3.4559 2.3589 -0.2632 0.069 -0.044 -0.014 0.00
H -3.9256 0.9639 -1.2489 0.050 -0.010 0.005 0.00
C -3.3380 -1.3583 0.7384 0.832 0.441 -0.345 0.01
H -2.7685 -2.0632 1.3435 0.014 -0.023 0.015 0.00
H -4.3121 -1.2097 1.2045 0.104 0.258 0.035 0.00
H -3.4912 -1.7926 -0.2503 0.100 -0.004 -0.022 0.00
C -2.5588 0.9025 2.3602 0.950 -0.069 -0.635 0.04
H -2.2102 1.9334 2.4230 0.034 0.000 -0.031 0.00
H -3.5947 0.8657 2.6984 -0.061 -0.138 -0.373 0.01
H -1.9540 0.2884 3.0273 0.005 0.006 -0.022 0.00
C 1.4323 -0.7918 -3.5145 -0.550 0.211 0.863 0.00
H 2.2906 -0.6248 -4.1653 0.077 0.243 0.237 0.00
H 1.4271 -1.8385 -3.2096 -0.086 -0.004 0.056 0.00
H 0.5215 -0.5942 -4.0804 -0.019 -0.004 0.054 0.00
C 1.8420 1.9820 -2.8383 -0.855 -0.279 0.779 0.02
H 2.0681 2.7418 -2.0900 0.017 -0.034 -0.028 0.00
H 2.6867 1.9053 -3.5229 0.020 -0.377 0.132 0.00
H 0.9651 2.2986 -3.4034 -0.036 -0.043 0.058 0.00
C 3.2376 -0.0740 -1.3718 -0.940 0.074 0.395 0.03
H 3.2706 -1.0924 -0.9846 -0.027 0.000 0.005 0.00
H 3.9688 0.0143 -2.1757 -0.259 0.065 -0.168 0.01
H 3.5168 0.6144 -0.5737 -0.048 0.001 0.019 0.00
H 0.9615 -3.1986 -0.2880 0.283 -0.013 0.246 0.00
H -0.3988 -3.2492 0.6643 0.116 -0.059 0.300 0.00
H -1.5915 -4.2966 -0.9933 -2.647 -2.116 1.860 0.00
H -0.1364 -4.2487 -2.0082 2.761 -1.935 -1.901 0.00
B -0.8328 -3.6660 -1.4273 1.645 -0.137 2.368 0.01
N -0.0108 -2.9397 -0.2141 -0.041 -0.026 -0.066 -0.01
H -1.2015 -0.2115 -1.8394 -0.738 -1.087 -1.047 0.35
H -0.7176 1.8034 -1.0704 -0.199 1.978 -0.267 0.01
N 1.4619 2.9236 0.7509 -0.062 -1.548 0.711 0.00
C 1.4242 1.8295 1.6529 -0.116 1.203 -1.023 0.00
C 2.0721 1.9627 2.8901 -0.020 -0.678 0.621 0.00
C 2.0296 0.9199 3.8098 0.051 0.834 -0.735 0.00
C 1.3481 -0.2497 3.4923 -0.724 -0.617 -0.918 0.00
C 0.7184 -0.3621 2.2524 1.248 1.056 1.679 0.00
N 0.7592 0.6631 1.3509 0.647 0.513 0.434 0.05
H 0.9670 2.9078 -0.1445 0.150 0.001 0.784 0.00
H 1.9722 3.7848 0.9949 -0.518 -0.986 -0.067 0.00
H 2.5968 2.8760 3.1426 -0.078 -0.003 -0.154 0.00
H 2.5190 1.0224 4.7694 0.009 0.027 -0.030 0.00
H 1.3019 -1.0635 4.2040 -0.046 -0.028 -0.116 0.00
H 0.1840 -1.2727 2.0244 -0.102 0.102 -0.345 0.00
```
Forces are in eV/Å.

- spin multiplicity = 2
- energy (eV) = -40804.41575
- F_max (eV/Å) = 6.164
- charge = +2
- E_HOMO (alpha / beta) (eV) = -15.50 / -15.49
- molar mass (g mol⁻¹) = 394.0

---

(4)
# C11H32N4O5Sc

A structure of composition C11H32N4O5Sc in a non-equilibrium geometry (ωB97M-V/def2-TZVPD, the OMol25 dataset).

```
53
Properties=species:S:1:pos:R:3:forces:R:3:nbo_charge:R:1
O 3.9864 2.2433 -1.8907 1.329 -1.237 0.039 -0.73
H 4.1781 2.6399 -2.7467 0.085 -0.134 0.102 0.49
Sc -0.2718 -0.1223 -0.0948 1.774 1.737 2.057 1.29
N -2.0192 -0.6048 -0.8688 -0.786 1.269 3.801 -0.44
N 0.3524 -0.5772 -1.9006 2.950 1.335 1.536 -0.44
O -3.2971 -0.5848 -0.2769 -0.392 0.108 -0.071 -0.53
O 1.6700 -0.6279 -2.3995 0.411 0.284 0.199 -0.54
C -1.9643 -1.0078 -2.0860 3.333 -2.233 -7.206 0.07
C -0.5552 -1.0514 -2.6714 -7.254 -1.883 -1.971 0.14
C -3.1498 -1.4646 -2.9435 0.315 0.189 0.609 -0.65
C -0.3465 -1.6162 -4.0814 0.204 0.153 0.660 -0.66
H -4.0909 -1.0312 -2.6050 0.127 0.007 0.171 0.24
H -3.2550 -2.5485 -2.9042 -0.073 -0.096 -0.054 0.23
H -3.0377 -1.1675 -3.9856 0.219 -0.013 0.100 0.23
H 0.6702 -1.9786 -4.2311 0.032 0.164 0.165 0.24
H -0.5359 -0.8504 -4.8329 -0.018 0.046 -0.061 0.23
H -0.9995 -2.4653 -4.2814 -0.116 0.156 0.160 0.23
H -3.1188 -0.2798 0.6249 -0.284 -0.056 -0.336 0.46
H 2.1536 -0.0556 -1.7726 -0.033 -0.300 -0.746 0.47
O -0.0558 -2.4516 0.3710 0.858 1.766 -0.168 -0.83
H -0.8803 -1.8963 0.2181 -0.087 -2.152 -0.470 0.44
H 0.6928 -1.9565 -0.0867 -0.861 -1.978 0.016 0.46
C 2.7055 2.5921 -1.5243 -0.600 2.643 -0.616 -0.28
H 2.5046 2.5058 -0.4659 0.215 -0.685 -0.224 0.18
H 1.9486 2.2316 -2.2063 -0.558 -0.812 0.154 0.18
H 2.6475 3.6712 -1.6691 -0.454 0.431 0.136 0.18
O -1.2155 2.0230 -0.1987 0.820 -1.229 1.230 -0.84
H -1.5358 1.2463 -0.7547 -0.854 0.926 -0.143 0.47
H -1.0630 1.6382 0.7145 -0.953 1.504 -0.959 0.45
C 1.5535 1.8466 1.5217 -0.025 1.038 -0.270 -0.47
N 1.5612 0.4139 1.0973 0.861 0.097 1.840 -0.53
C 2.8917 -0.0228 0.5974 0.889 -0.247 0.135 -0.45
C 1.3722 -0.4126 2.3246 -0.253 -0.762 0.984 -0.25
C 0.0705 -0.1301 3.0747 0.993 0.240 0.916 -0.25
N -1.1217 -0.1657 2.1695 -0.801 -0.116 2.039 -0.53
C -1.7718 -1.4823 2.4979 -0.282 -1.226 0.584 -0.46
C -2.0470 0.9013 2.6954 -0.217 0.640 0.630 -0.45
H 1.0189 2.4703 0.7882 0.946 -0.124 -0.296 0.23
H 0.9243 2.1121 2.3720 0.139 -0.943 0.415 0.22
H 2.5694 2.2175 1.7855 -0.615 -0.185 -0.488 0.24
H 3.6712 0.0606 1.3893 -0.615 -0.186 -0.215 0.22
H 2.8612 -1.0806 0.2591 -0.098 0.595 0.262 0.22
H 3.3038 0.5816 -0.2013 -0.339 0.173 -0.302 0.24
H 1.3709 -1.4875 2.0576 0.169 0.574 -0.075 0.24
H 2.2049 -0.2698 3.0540 -0.352 0.042 -0.567 0.22
H 0.0105 -0.8418 3.9346 -0.231 0.074 -0.915 0.24
H 0.1530 0.8107 3.6527 -0.277 -0.117 -0.801 0.22
H -2.1744 -1.5017 3.5371 0.257 0.425 -0.587 0.21
H -2.6065 -1.7785 1.8492 0.243 0.414 -0.111 0.23
H -1.0487 -2.3228 2.4743 -0.259 0.756 -0.243 0.25
H -2.3243 0.7131 3.7577 0.237 -0.135 -0.638 0.22
H -1.5671 1.9048 2.7133 -0.093 -0.654 -0.302 0.22
H -2.9946 1.0127 2.1480 0.373 -0.286 -0.107 0.22
```
Forces are in eV/Å.

- spin multiplicity = 1
- energy (eV) = -48812.20225
- F_max (eV/Å) = 8.247
- charge = +1
- E_HOMO (alpha / beta) (eV) = -8.70 / -8.70
- molar mass (g mol⁻¹) = 345.4

---

Number 3 is which compound? C11H32BInN3P2